Record 1
Entry from OMol25: a single C5H8O molecule at a distorted geometry (the ωB97M-V functional and the def2-TZVPD basis).

The geometry in XYZ format:
```
14
C5H8O (the ωB97M-V functional and the def2-TZVPD basis)
C -1.864 0.330 0.210
C -0.409 0.482 -0.092
C 0.636 -0.278 0.714
C 1.695 -0.487 -0.368
C 1.027 -0.223 -1.698
O -0.216 0.060 -1.469
H -2.064 0.705 1.213
H -2.149 -0.724 0.161
H -2.469 0.882 -0.515
H 1.005 0.309 1.558
H 0.241 -1.223 1.103
H 2.551 0.191 -0.298
H 2.117 -1.497 -0.413
H -0.124 1.553 -0.135
```

HOMO (eV): -8.21
Molecular weight (g mol⁻¹): 84.118
Kohn-Sham gap (Eh): 0.3369
Net charge: 0
Energy above the lowest of the compared OMol25 structures with the same formula, charge and spin (eV): 2.627
Electronic energy (hartree): -270.4613
2S+1: 1



Record 2
Entry from OMol25: a molecular structure, C5H8O (the ωB97M-V functional and the def2-TZVPD basis).

The geometry in XYZ format:
```
14
C5H8O (the ωB97M-V functional and the def2-TZVPD basis)
C 1.763 0.465 0.135
O 1.105 -0.631 -0.023
C -0.662 -0.606 -0.538
C -1.236 -1.475 0.548
C -0.950 0.740 -0.605
C -0.340 1.833 -0.432
H 2.505 0.730 -0.633
H 2.036 0.749 1.163
H 0.876 1.477 -0.093
H -0.518 -1.106 -1.496
H -2.259 -1.771 0.293
H -0.626 -2.376 0.657
H -1.252 -0.935 1.499
H -0.442 2.906 -0.475
```

HOMO (eV): -9.20
Molecular weight (g mol⁻¹): 84.118
Kohn-Sham gap (Eh): 0.3694
Net charge: 0
Energy above the lowest of the compared OMol25 structures with the same formula, charge and spin (eV): 4.626
Electronic energy (hartree): -270.3879
2S+1: 1



Record 3
Entry from OMol25: a molecular structure, C5H8O at a distorted geometry (the ωB97M-V functional and the def2-TZVPD basis).

The geometry in XYZ format:
```
14
C5H8O (the ωB97M-V functional and the def2-TZVPD basis)
C -0.985 0.059 1.143
C -0.327 1.561 1.233
C 0.208 0.143 0.057
C -0.531 0.567 -1.145
C 1.336 -1.001 -0.050
O 0.673 1.370 0.494
H -0.788 -0.554 2.004
H -2.103 -0.081 0.714
H -1.492 0.956 -0.848
H -0.772 -0.482 -1.545
H -0.054 1.159 -1.973
H 1.995 -0.724 -0.877
H 0.899 -2.030 -0.103
H 1.941 -0.943 0.896
```

HOMO (eV): -7.86
Molecular weight (g mol⁻¹): 84.118
Kohn-Sham gap (Eh): 0.3216
Net charge: 0
Energy above the lowest of the compared OMol25 structures with the same formula, charge and spin (eV): 5.191
Electronic energy (hartree): -270.3671
2S+1: 1